No. 1
{"formula": "C5H4O2", "method": "the ωB97M-V functional and the def2-TZVPD basis", "homo_ev": -8.52, "homo_lumo_gap_ev": 8.999, "lumo_energy_ev": 0.5, "species": ["O", "C", "C", "C", "C", "C", "O", "H", "H", "H", "H"], "coordinates": [[2.717, -1.470, 0.294], [1.761, -0.917, 0.046], [0.128, 1.498, 0.715], [-0.737, 0.992, -0.168], [-1.051, -0.406, -0.482], [-0.383, -1.548, -0.453], [-0.042, -2.670, -0.513], [0.726, 0.882, 1.377], [0.258, 2.573, 0.806], [-1.339, 1.695, -0.742], [-2.038, -0.628, -0.880]]}

No. 2
{"formula": "C2HCl3S2", "method": "the ωB97M-V functional and the def2-TZVPD basis", "homo_ev": [-8.59, -8.60], "homo_lumo_gap_ev": [6.254, 6.254], "lumo_energy_ev": [-2.3, -2.3], "species": ["C", "C", "S", "S", "Cl", "Cl", "Cl", "H"], "coordinates": [[1.339, 0.045, 0.020], [2.768, -0.112, 0.034], [0.387, 2.285, -0.038], [0.211, -1.173, 0.117], [3.632, 1.401, 0.288], [3.283, -0.809, -1.561], [3.281, -1.288, 1.313], [-0.857, -0.373, 0.003]]}

No. 3
{"formula": "C5H7NO2", "method": "the ωB97M-V functional and the def2-TZVPD basis", "homo_ev": -9.18, "homo_lumo_gap_ev": 9.948, "smiles": "C=N/C(C)=C/C(=O)O", "lumo_energy_ev": 0.8, "species": ["C", "N", "C", "C", "C", "C", "O", "O", "H", "H", "H", "H", "H", "H", "H"], "coordinates": [[2.009, -0.668, -1.649], [0.796, -0.355, -1.872], [-0.104, 0.195, -0.548], [-0.474, 1.623, -0.597], [-0.222, -0.850, 0.188], [-1.090, -0.376, 1.656], [-1.547, 0.672, 2.046], [-1.171, -1.505, 2.394], [2.472, -0.709, -0.648], [2.691, -0.853, -2.497], [-1.477, 1.778, -0.189], [-0.504, 1.973, -1.633], [0.249, 2.228, -0.043], [0.060, -1.886, 0.197], [-1.688, -1.267, 3.193]]}

No. 4
{"formula": "C3H5NO2", "method": "the ωB97M-V functional and the def2-TZVPD basis", "homo_ev": -10.30, "homo_lumo_gap_ev": 10.692, "smiles": "[H]/N=C\\C(=O)OC", "lumo_energy_ev": 0.4, "species": ["H", "N", "C", "C", "O", "O", "C", "H", "H", "H", "H"], "coordinates": [[2.739, 0.005, 0.890], [2.758, -0.464, -0.027], [1.623, -0.317, -0.619], [0.428, 0.342, 0.026], [0.419, 1.452, 0.502], [-0.629, -0.502, -0.272], [-1.891, -0.002, 0.174], [1.229, -0.856, -1.536], [-2.070, 1.004, -0.220], [-1.931, 0.011, 1.268], [-2.674, -0.674, -0.186]]}

No. 5
{"formula": "C36H29GeN2Tc", "method": "the ωB97M-V functional and the def2-TZVPD basis", "homo_ev": -13.88, "homo_lumo_gap_ev": 6.443, "lumo_energy_ev": -7.4, "charge": 2, "species": ["Tc", "C", "C", "C", "C", "C", "H", "H", "H", "H", "H", "C", "C", "C", "C", "C", "C", "N", "N", "C", "C", "C", "C", "C", "C", "H", "H", "H", "H", "H", "H", "H", "H", "H", "C", "Ge", "C", "C", "C", "C", "C", "C", "C", "C", "C", "C", "C", "C", "C", "C", "C", "C", "C", "C", "H", "H", "H", "H", "H", "H", "H", "H", "H", "H", "H", "H", "H", "H", "H"], "coordinates": [[3.043, 0.708, -0.104], [5.094, 1.630, -0.090], [4.304, 2.204, -1.125], [3.202, 2.885, -0.522], [3.303, 2.716, 0.885], [4.467, 1.927, 1.149], [6.041, 1.129, -0.220], [4.552, 2.221, -2.176], [2.495, 3.517, -1.037], [2.697, 3.209, 1.629], [4.873, 1.719, 2.127], [2.029, -2.386, 4.261], [0.925, -2.998, 3.684], [0.618, -2.786, 2.349], [1.427, -1.949, 1.596], [2.547, -1.360, 2.164], [2.845, -1.563, 3.496], [1.151, -1.688, 0.234], [0.151, -2.271, -0.389], [0.271, -1.916, -1.696], [-0.429, -2.422, -2.809], [-0.030, -1.998, -4.047], [0.997, -1.033, -4.209], [1.678, -0.520, -3.137], [1.348, -1.002, -1.858], [2.268, -2.567, 5.299], [0.306, -3.661, 4.273], [-0.225, -3.275, 1.883], [3.227, -0.774, 1.530], [3.724, -1.112, 3.937], [-1.214, -3.153, -2.671], [-0.493, -2.413, -4.932], [1.258, -0.708, -5.208], [2.467, 0.210, -3.270], [1.888, -0.843, -0.552], [-1.837, 0.229, -0.175], [-1.199, 1.638, -1.354], [-1.432, 1.577, -2.729], [-1.147, 2.673, -3.526], [-0.660, 3.842, -2.952], [-0.441, 3.911, -1.582], [-0.697, 2.808, -0.781], [-1.238, 0.397, 1.672], [-2.191, 0.133, 2.657], [-1.887, 0.328, 3.994], [-0.631, 0.784, 4.357], [0.321, 1.064, 3.385], [0.028, 0.877, 2.045], [-3.403, -0.827, -0.606], [-4.278, -0.405, -1.606], [-5.378, -1.189, -1.918], [-5.591, -2.387, -1.250], [-4.716, -2.806, -0.254], [-3.622, -2.024, 0.075], [-1.841, 0.676, -3.171], [-1.322, 2.625, -4.592], [-0.473, 4.707, -3.574], [-0.092, 4.833, -1.135], [-0.546, 2.872, 0.291], [-3.178, -0.212, 2.371], [-2.636, 0.133, 4.749], [-0.391, 0.931, 5.402], [1.295, 1.434, 3.679], [0.812, 1.122, 1.309], [-4.113, 0.530, -2.127], [-6.070, -0.863, -2.683], [-6.441, -3.003, -1.511], [-4.887, -3.740, 0.263], [-2.924, -2.349, 0.836]]}

No. 6
{"formula": "C3H5N2O2", "method": "the ωB97M-V functional and the def2-TZVPD basis", "homo_ev": [-15.36, -15.36], "homo_lumo_gap_ev": [9.406, 9.405], "smiles": "Cc1c[n+](=O)o[nH]1", "lumo_energy_ev": [-6.0, -6.0], "charge": 1, "species": ["C", "C", "C", "N", "O", "O", "N", "H", "H", "H", "H", "H"], "coordinates": [[-0.608, -1.566, 0.438], [-0.034, -0.254, 0.184], [-0.574, 0.997, 0.304], [0.329, 1.962, -0.245], [0.341, 3.111, -0.356], [1.470, 1.090, -0.689], [1.173, -0.137, -0.433], [-1.610, -1.437, 0.836], [0.006, -2.206, 1.050], [-0.576, -2.205, -0.494], [-1.447, 1.437, 0.519], [1.531, -0.794, -1.114]]}

E (eV)
-9342.222, -61323.245, -10880.871, -8776.058, -99478.816, -10254.619
Energy above the lowest of the compared OMol25 structures with the same formula, charge and spin (eV)
1.960, 3.667, 2.747, 1.636, 0.834, 5.057